The following is a quantum chemistry calculation of 2 unconnected molecules or ions with the total composition C25H25N2O7 at a distorted geometry, from the Open Molecules 2025 dataset.

* Kohn-Sham gap: 6.36 eV
* energy above the lowest of the compared OMol25 structures with the same formula, charge and spin: 60.94 kJ/mol
* net charge: -1

Geometry as XYZ:
```
59
Properties=species:S:1:pos:R:3:mulliken_charge:R:1
C 4.680 -2.217 0.369 -1.378
C 4.786 -1.391 1.638 1.630
C 5.956 -1.871 2.493 -1.718
O 5.007 0.004 1.358 -0.405
C 3.951 0.686 0.805 -0.250
O 4.128 1.792 0.348 -0.631
C 2.616 0.015 0.880 0.298
C 1.551 0.631 0.285 -1.274
C 0.189 0.153 0.466 1.178
C -0.135 -1.222 0.408 -1.432
C -1.399 -1.698 0.716 1.008
C -2.399 -0.781 1.148 0.600
N -3.643 -1.231 1.481 0.063
C -4.075 -2.560 1.100 -0.642
C -2.978 -3.585 1.332 -0.875
C -1.670 -3.166 0.657 -0.876
C -4.730 -0.299 1.695 -0.665
C -4.267 0.908 2.491 -0.824
C -3.057 1.569 1.830 -0.807
C -2.077 0.599 1.262 0.494
C -0.825 1.043 0.862 -0.835
C 2.477 -0.904 2.052 0.576
O 1.462 -1.076 2.690 -0.626
O 3.616 -1.531 2.467 -0.399
H 3.844 -1.904 -0.265 0.294
H 5.617 -2.108 -0.192 0.360
H 4.552 -3.270 0.652 0.350
H 6.003 -1.294 3.418 0.402
H 5.812 -2.926 2.738 0.378
H 6.886 -1.740 1.935 0.399
H 1.816 1.573 -0.165 0.619
H 0.629 -1.927 0.078 0.487
H -4.964 -2.789 1.701 0.393
H -4.371 -2.570 0.034 0.293
H -2.812 -3.703 2.411 0.302
H -3.313 -4.548 0.935 0.378
H -1.682 -3.484 -0.396 0.336
H -0.839 -3.706 1.128 0.367
H -5.137 0.034 0.721 0.299
H -5.520 -0.846 2.226 0.385
H -5.095 1.618 2.562 0.378
H -4.002 0.595 3.509 0.291
H -3.393 2.244 1.030 0.329
H -2.550 2.200 2.571 0.373
H -0.588 2.108 0.865 0.455
O 0.694 6.117 -4.115 -0.612
N 0.109 5.269 -4.814 0.969
O -0.406 5.537 -5.927 -0.626
C 0.022 3.899 -4.358 0.031
C -0.603 2.996 -5.239 -0.351
C -0.679 1.639 -4.884 -0.411
C -0.142 1.201 -3.694 -0.467
C 0.576 2.088 -2.765 -0.073
O 1.170 1.634 -1.750 -0.564
C 0.577 3.487 -3.158 -0.472
H -0.998 3.381 -6.179 0.400
H -1.178 0.946 -5.580 0.311
H -0.217 0.159 -3.374 0.350
H 1.021 4.218 -2.490 0.436
```

---

The following is a quantum chemistry calculation of C25H25N5O4 in the gas phase, from the Open Molecules 2025 dataset.

* Kohn-Sham gap: 6.96 eV
* structure (SMILES): COC(=O)/C(C#N)=C/c1c(N2CCN(c3ccc(OC)cc3)CC2)nc2c(C)cccn2c1=O
* energy above the lowest of the compared OMol25 structures with the same formula, charge and spin: 129.33 kJ/mol
* net charge: 0

Geometry as XYZ:
```
59
Properties=species:S:1:pos:R:3:mulliken_charge:R:1
C 6.239 0.596 -1.295 -0.718
H 6.695 -0.311 -1.698 0.294
H 6.373 1.429 -1.981 0.233
H 6.695 0.816 -0.328 0.313
O 4.839 0.422 -1.154 -0.288
C 4.463 -0.584 -0.332 0.090
O 5.260 -1.278 0.250 -0.599
C 2.995 -0.711 -0.242 0.966
C 2.166 0.222 -0.784 -0.555
C 0.737 0.158 -0.874 -0.117
C -0.076 1.309 -0.887 0.777
N -1.351 1.267 -1.299 -0.201
C -1.939 0.115 -1.502 0.069
N -1.290 -1.079 -1.326 0.231
C -1.945 -2.266 -1.422 -0.412
C -3.265 -2.314 -1.725 -0.788
C -3.959 -1.111 -1.963 -0.563
C -3.320 0.090 -1.867 0.929
C -4.006 1.396 -2.092 -1.373
H -3.414 2.017 -2.761 0.314
H -4.996 1.245 -2.513 0.423
H -4.099 1.931 -1.149 0.172
H -5.008 -1.146 -2.220 0.425
H -3.772 -3.262 -1.787 0.457
H -1.327 -3.134 -1.251 0.491
C 0.126 -1.118 -1.079 0.287
O 0.680 -2.200 -1.121 -0.670
N 0.370 2.538 -0.503 0.083
C 1.303 2.711 0.593 -0.405
H 1.840 1.780 0.764 -0.028
C 0.506 3.118 1.866 -1.168
N -0.876 2.711 1.760 -0.076
C -1.175 1.342 1.839 0.138
C -0.220 0.380 2.167 -0.176
C -0.515 -0.971 2.175 -0.375
C -1.787 -1.415 1.845 0.006
C -2.779 -0.461 1.621 -0.374
C -2.482 0.884 1.635 -0.406
H -3.288 1.585 1.482 0.614
H -3.786 -0.796 1.426 0.465
O -2.150 -2.724 1.714 -0.482
C -1.143 -3.702 1.878 -0.773
H -0.780 -3.730 2.909 0.350
H -0.297 -3.532 1.206 0.271
H -1.619 -4.652 1.638 0.238
H 0.277 -1.665 2.406 0.522
H 0.792 0.655 2.415 0.173
C -1.520 3.503 0.727 -0.544
C -0.597 3.619 -0.514 -0.868
H -0.033 4.555 -0.501 0.339
H -1.181 3.560 -1.430 0.494
H -2.455 3.035 0.433 -0.038
H -1.734 4.498 1.131 0.526
H 0.509 4.206 1.983 0.306
H 0.959 2.689 2.759 0.514
H 2.027 3.488 0.329 0.564
H 2.632 1.086 -1.241 0.772
C 2.541 -1.782 0.557 -0.128
N 2.213 -2.591 1.302 -0.719
```

---

The following is a quantum chemistry calculation of a molecular structure, C25H26AsN4O5PbS5 at a distorted geometry, from the Open Molecules 2025 dataset.

* Kohn-Sham gap (alpha / beta): 4.49 / 4.50 eV
* energy above the lowest of the compared OMol25 structures with the same formula, charge and spin: 148.10 kJ/mol
* net charge: -1

Geometry as XYZ:
```
67
Properties=species:S:1:pos:R:3:mulliken_charge:R:1
Pb -0.771 -1.663 1.296 1.180
O 3.391 -0.114 6.238 -0.536
C 2.425 -0.525 5.379 0.994
C 1.321 0.281 5.044 -0.251
C 0.403 -0.171 4.055 0.085
N 0.602 -1.328 3.411 -0.305
C 1.695 -2.055 3.638 0.179
C 2.617 -1.739 4.660 -0.659
C 1.962 -3.127 2.603 0.233
O 3.023 -3.712 2.669 -0.746
O 1.048 -3.252 1.681 -0.492
C -0.759 0.629 3.585 0.216
O -0.828 1.829 3.902 -0.745
O -1.667 -0.013 2.875 -0.736
H 3.090 0.685 6.683 0.296
H 1.040 1.280 5.448 0.350
H 3.484 -2.357 4.757 0.549
S -2.942 -5.790 -1.509 -0.280
As -2.625 -3.980 -3.099 0.295
S -3.024 -3.254 0.535 -0.483
S -2.515 -5.184 0.384 -0.058
S -0.645 -4.311 -3.671 -0.200
N -0.987 0.874 0.239 0.006
S -0.925 1.966 -0.914 0.244
C -0.676 3.576 -0.194 -0.068
C -0.846 4.675 -1.022 -0.173
C -0.587 5.976 -0.570 -0.681
C -0.071 6.139 0.714 -0.253
C 0.181 5.033 1.552 -0.644
C -0.128 3.751 1.108 -0.093
C -2.589 2.100 -1.549 0.345
C -3.602 2.694 -0.803 -0.224
C -4.946 2.607 -1.283 -0.688
C -5.216 1.945 -2.495 -0.414
C -4.175 1.465 -3.280 -0.602
C -2.878 1.547 -2.797 -0.179
H -1.375 1.313 1.097 0.024
H -1.202 4.472 -2.025 0.412
H -0.805 6.814 -1.227 0.373
H 0.199 7.154 1.044 0.322
H 0.596 5.147 2.567 0.380
H -0.058 2.839 1.707 0.107
H -3.348 3.266 0.092 0.437
H -5.761 3.032 -0.697 0.367
H -6.229 1.832 -2.829 0.404
H -4.311 1.077 -4.286 0.391
H -2.057 1.213 -3.437 0.309
C 1.565 -3.453 -1.171 -0.196
C 2.460 -3.742 -2.415 -0.900
N 2.875 -2.517 -3.156 -0.268
C 3.517 -1.646 -2.090 -0.689
C 2.607 -1.340 -0.889 -0.656
N 1.244 -1.980 -0.993 0.361
C 0.726 -1.443 -2.311 0.292
C 1.607 -1.771 -3.560 -0.751
H 1.997 -3.829 -0.216 0.232
H 0.606 -3.966 -1.289 0.256
H 1.900 -4.426 -3.060 0.325
H 3.364 -4.265 -2.084 0.336
H 3.836 -0.703 -2.533 0.277
H 4.469 -2.134 -1.682 0.323
H 2.480 -0.262 -0.799 0.414
H 3.057 -1.742 0.044 0.263
H 0.619 -0.359 -2.208 -0.123
H -0.311 -1.815 -2.508 -0.126
H 1.815 -0.841 -4.082 0.414
H 1.038 -2.405 -4.273 0.227
```

---

The following is a quantum chemistry calculation of a molecular structure, C25H26AuClIN3O4Se2, from the Open Molecules 2025 dataset.

* Kohn-Sham gap (alpha / beta): 7.25 / 5.01 eV
* energy above the lowest of the compared OMol25 structures with the same formula, charge and spin: 0.00 kJ/mol
* multiplicity: 3
* <S²>: 2.012
* net charge: 0

Geometry as XYZ:
```
63
Properties=species:S:1:pos:R:3:mulliken_charge:R:1
Au 0.077 0.555 0.248 2.402
Cl 3.277 -0.639 6.559 -0.283
C 2.934 -0.397 4.864 0.604
C 3.966 -0.329 3.973 -0.599
C 3.722 -0.128 2.608 -0.385
I 5.341 -0.073 1.291 0.008
C 2.443 0.039 2.068 0.320
O 2.223 0.244 0.812 -0.727
C 1.365 -0.065 3.037 0.498
N 0.101 0.043 2.554 -0.974
C -0.932 -0.064 3.349 -0.138
C -0.788 -0.266 4.733 -0.921
C 0.468 -0.364 5.260 -0.674
C 1.601 -0.278 4.418 -0.045
H 4.981 -0.427 4.332 0.421
H -1.910 -0.001 2.877 0.447
H -1.667 -0.345 5.361 0.403
H 0.619 -0.515 6.322 0.405
O -3.436 5.375 -1.100 -0.561
C -3.866 4.165 -0.459 -1.291
C -2.782 3.107 -0.623 1.953
C -2.583 2.858 -2.129 -1.059
O -1.816 3.880 -2.774 -0.503
C -3.297 1.852 0.093 -1.578
Se -2.373 0.144 -0.204 -0.318
C -1.505 3.649 0.049 -1.311
Se 0.184 2.925 -0.589 -0.025
H -4.129 6.036 -1.026 0.343
H -4.778 3.790 -0.928 0.496
H -4.069 4.332 0.604 0.412
H -3.564 2.749 -2.605 0.426
H -2.046 1.924 -2.266 0.352
H -2.245 4.725 -2.603 0.385
H -4.325 1.652 -0.222 0.480
H -3.314 2.035 1.167 0.481
H -1.521 3.444 1.120 0.450
H -1.426 4.718 -0.106 0.517
C 3.541 -3.749 -2.696 -1.166
N 2.819 -3.346 -1.499 0.039
N 1.838 -2.368 -1.609 0.570
C 0.877 -2.581 -0.625 0.121
O -0.037 -1.789 -0.375 -0.765
C 1.254 -3.803 0.024 -1.311
C 2.405 -4.236 -0.552 0.989
C 3.199 -5.465 -0.272 -1.494
C 2.120 -1.110 -2.210 -0.485
C 3.376 -0.524 -2.096 0.688
C 3.605 0.717 -2.667 -0.835
C 2.583 1.384 -3.332 -0.585
C 1.331 0.797 -3.430 -0.694
C 1.093 -0.454 -2.875 -0.233
H 3.773 -2.873 -3.292 0.408
H 2.958 -4.445 -3.307 0.337
H 4.473 -4.222 -2.399 0.388
H 0.719 -4.253 0.847 0.432
H 2.748 -6.004 0.558 0.367
H 4.224 -5.205 -0.003 0.334
H 3.233 -6.130 -1.138 0.321
H 4.155 -1.015 -1.526 0.594
H 4.581 1.174 -2.568 0.381
H 2.759 2.363 -3.758 0.426
H 0.526 1.311 -3.942 0.393
H 0.121 -0.924 -2.958 0.366
```

---

The following is a quantum chemistry calculation of a molecular structure, C25H26BBrF2MnN6O4SSi, from the Open Molecules 2025 dataset.

* Kohn-Sham gap (alpha / beta): 3.35 / 4.28 eV
* energy above the lowest of the compared OMol25 structures with the same formula, charge and spin: 124.17 kJ/mol
* multiplicity: 5
* <S²>: 6.150
* net charge: -1

Geometry as XYZ:
```
68
Properties=species:S:1:pos:R:3:mulliken_charge:R:1
Mn 0.987 -0.642 -0.346 0.659
Br -6.673 -0.365 2.834 -0.275
C -5.989 0.951 1.633 0.073
C -6.704 1.279 0.491 -0.408
C -6.198 2.226 -0.378 -0.103
C -4.961 2.868 -0.148 -0.284
C -4.269 2.512 1.034 -0.010
C -4.779 1.570 1.908 -0.363
N -4.578 3.820 -1.055 -0.815
N -3.329 4.272 -1.086 -0.701
C -2.248 3.457 -0.865 -0.308
C -1.084 4.042 -0.358 -0.459
C 0.060 3.311 -0.054 -0.778
C 0.147 1.943 -0.259 1.196
O 1.239 1.235 0.064 -0.391
C -0.980 1.320 -0.869 0.387
N -0.887 -0.035 -1.128 -0.150
C -1.854 -0.632 -1.785 -0.330
C -2.990 0.042 -2.251 -1.289
C -3.138 1.370 -1.945 -0.708
C -2.154 2.054 -1.204 0.451
H -7.650 0.796 0.285 0.385
H -6.751 2.501 -1.267 0.444
H -3.324 2.984 1.265 0.323
H -4.227 1.308 2.801 0.399
H -1.121 5.106 -0.160 0.352
H 0.923 3.809 0.374 0.438
H -1.743 -1.701 -1.942 0.535
H -3.743 -0.492 -2.814 0.398
H -4.014 1.912 -2.269 0.648
N 2.925 -0.361 -3.075 -0.722
N 1.606 -0.400 -2.515 -0.212
H 2.885 -0.163 -4.070 0.254
H 3.354 -1.272 -2.978 0.150
H 0.945 -0.894 -3.114 0.299
H 1.277 0.562 -2.458 0.321
F 0.073 -3.744 -0.972 -0.170
B 1.296 -3.856 -0.508 0.540
F 1.801 -5.023 -0.188 -0.199
O 5.711 -2.555 -3.022 -0.631
S 5.557 -2.977 -1.662 1.228
O 6.424 -3.977 -1.123 -0.659
N 3.953 -3.449 -1.471 -0.546
C 3.381 -2.630 -0.679 -0.226
O 2.054 -2.694 -0.428 -0.167
C 4.153 -1.518 -0.102 1.002
C 3.753 -0.499 0.745 0.894
C 4.695 0.468 1.071 -1.125
C 5.994 0.402 0.579 -0.506
C 6.396 -0.631 -0.265 -0.712
C 5.448 -1.572 -0.591 -0.091
H 2.742 -0.439 1.144 -0.168
H 4.397 1.290 1.706 0.482
H 6.705 1.171 0.849 0.401
H 7.403 -0.682 -0.656 0.435
C 1.155 -0.508 3.229 -1.400
Si 0.069 -1.176 1.803 0.829
C -0.112 -3.041 2.223 -1.388
C -1.649 -0.432 2.085 -1.107
H 0.628 -0.571 4.186 0.413
H 1.410 0.540 3.051 0.297
H 2.087 -1.074 3.334 0.273
H -0.372 -3.188 3.276 0.400
H 0.817 -3.606 2.064 0.303
H -0.903 -3.508 1.629 0.286
H -1.987 -0.542 3.120 0.509
H -2.390 -0.907 1.437 0.304
H -1.652 0.633 1.841 0.091
```

---

The following is a quantum chemistry calculation of a molecular structure, C25H26Cl2KN8O4P, from the Open Molecules 2025 dataset.

* Kohn-Sham gap: 6.98 eV
* net charge: 0

Geometry as XYZ:
```
67
Properties=species:S:1:pos:R:3:mulliken_charge:R:1
K 0.095 -0.466 0.938 1.027
Cl 4.643 5.087 -0.674 -0.212
C 4.001 3.477 -0.579 0.145
C 3.147 3.154 0.457 -0.349
C 2.566 1.889 0.563 0.483
N 1.662 1.581 1.601 -0.727
C 0.749 2.403 1.948 0.285
O 0.460 3.600 1.455 -0.682
C -0.189 2.042 3.073 0.634
C -1.105 2.982 3.532 -0.476
C -1.966 2.625 4.555 -0.434
C -1.896 1.342 5.076 -0.549
C -0.963 0.469 4.537 -0.301
N -0.123 0.799 3.561 -0.342
C 2.935 0.885 -0.358 -0.082
C 3.788 1.243 -1.407 -0.112
C 4.307 2.515 -1.533 -0.006
Cl 5.346 2.878 -2.872 -0.228
N 2.543 -0.445 -0.217 -0.766
C 1.919 -1.014 -1.223 0.024
O 1.411 -0.503 -2.248 -0.761
C 1.766 -2.517 -1.068 0.338
C 2.294 -3.370 -2.035 -0.594
C 2.165 -4.733 -1.864 -0.447
C 1.488 -5.209 -0.744 -0.713
C 0.962 -4.288 0.141 -0.465
N 1.091 -2.968 -0.005 0.158
H 2.914 3.910 1.193 0.426
H -1.130 3.961 3.082 0.472
H -2.686 3.337 4.936 0.430
H -2.546 1.019 5.877 0.400
H -0.880 -0.546 4.913 0.462
H 4.049 0.490 -2.137 0.550
H 2.797 -2.943 -2.891 0.487
H 2.587 -5.422 -2.584 0.424
H 1.372 -6.269 -0.561 0.407
H 0.411 -4.617 1.016 0.549
N -2.771 0.382 -2.820 -0.006
C -1.323 0.767 -2.920 -0.719
P -1.234 2.085 -1.619 0.768
O -2.374 2.984 -2.005 -0.878
O -1.289 1.402 -0.283 -0.685
C 0.369 2.868 -1.979 -0.017
N 0.555 4.081 -1.169 -0.544
H -3.273 1.269 -2.629 0.459
H -2.880 -0.289 -2.015 0.377
H -3.129 -0.043 -3.671 0.401
H -1.150 1.201 -3.903 0.453
H -0.673 -0.090 -2.752 0.204
H 0.385 3.069 -3.056 0.517
H 1.161 2.147 -1.766 -0.279
H 0.641 3.727 0.457 0.425
H -0.209 4.727 -1.342 0.279
H 1.422 4.540 -1.427 0.229
N -2.396 -4.706 1.951 -0.466
C -2.561 -3.696 1.042 1.248
C -2.395 -3.916 -0.323 -0.765
C -2.500 -2.851 -1.189 -0.489
N -2.771 -1.591 -0.819 -0.427
C -2.945 -1.396 0.497 -1.107
C -2.846 -2.391 1.446 -0.378
H -2.426 -5.654 1.619 0.239
H -2.738 -4.568 2.886 0.193
H -2.156 -4.900 -0.703 0.286
H -2.345 -3.014 -2.250 0.412
H -3.142 -0.371 0.794 0.453
H -2.991 -2.153 2.493 0.363
```